# 1
{"formula": "CH2O3S", "method": "ωB97M-V/def2-TZVPD", "species": ["C", "O", "O", "O", "S", "H", "H"], "positions_angstrom": [[-0.474, 0.094, -0.322], [-0.159, 0.773, -1.466], [-1.466, 0.918, 0.263], [0.567, -0.108, 0.562], [-1.599, 1.950, -1.059], [-0.791, -1.027, -0.650], [1.221, 0.452, 0.103]], "forces_ev_per_angstrom": [[-1.3, -4.2, 0.3], [-1.4, 3.0, -0.5], [-0.4, 0.0, 0.1], [0.4, 1.0, -1.3], [2.4, -2.2, -0.5], [-0.2, 2.5, 1.0], [0.5, -0.1, 0.9]], "nbo_charge": [0.60, -0.63, -0.65, -0.69, 0.76, 0.12, 0.48], "relative_energy_kcal_mol": 45.21, "e_homo_ev": -9.329, "spin_multiplicity": 1, "gap_ev": 7.7}



# 2
{"formula": "CH2O3Sc", "method": "ωB97M-V/def2-TZVPD", "species": ["H", "O", "C", "O", "O", "Sc", "H"], "positions_angstrom": [[1.710, -1.267, 0.037], [0.082, 0.973, 1.248], [0.377, -0.043, 0.504], [1.469, -0.677, 0.787], [-0.202, -0.217, -0.577], [-1.733, 0.378, -1.697], [-0.845, 1.242, 1.158]], "forces_ev_per_angstrom": [[0.6, -0.4, 0.4], [-0.1, -1.3, 0.0], [5.5, 1.6, 5.0], [-2.3, 0.8, -0.7], [-6.0, 0.1, -6.3], [2.2, -1.3, 0.8], [0.0, 0.5, 0.8]], "nbo_charge": [0.56, -0.48, 1.05, -0.43, -0.80, 2.58, 0.51], "e_homo_ev": -27.497, "spin_multiplicity": 1, "charge": 3, "gap_ev": 6.9}



# 3
{"formula": "CH2O4S2", "method": "ωB97M-V/def2-TZVPD", "species": ["C", "O", "O", "O", "O", "S", "S", "H", "H"], "positions_angstrom": [[-1.022, -0.875, 0.228], [-2.338, -0.658, 2.666], [1.611, 0.556, -2.379], [-2.477, -0.682, 0.072], [3.438, 0.283, -0.675], [-1.944, 0.101, 1.460], [1.983, 0.095, -0.990], [-0.459, -0.280, -0.428], [1.209, 1.459, 0.047]], "forces_ev_per_angstrom": [[-0.7, -1.6, 2.6], [0.0, -0.2, 0.7], [0.6, -0.4, 1.1], [-0.6, 0.8, 0.0], [-0.7, -0.1, -0.3], [0.5, -0.7, -2.0], [-0.3, 2.1, 0.1], [0.4, 1.5, -1.1], [0.9, -1.4, -1.1]], "nbo_charge": [-0.51, -1.03, -1.05, -0.76, -1.06, 1.19, 1.42, 0.12, -0.31], "relative_energy_kcal_mol": 79.16, "e_homo_ev": 0.706, "spin_multiplicity": 1, "charge": -2, "gap_ev": 5.3}



# 4
{"formula": "CH2O4Sr", "method": "ωB97M-V/def2-TZVPD", "species": ["O", "C", "O", "O", "Sr", "H", "O", "H"], "positions_angstrom": [[-0.595, -1.449, -0.878], [0.569, -2.036, -0.685], [1.143, -1.666, 0.441], [1.133, -2.731, -1.542], [-0.386, -0.084, 0.873], [0.426, 2.712, 1.469], [-0.341, 2.121, 1.538], [-1.077, 2.632, 1.896]], "forces_ev_per_angstrom": [[-1.2, 0.2, -0.3], [1.3, -0.3, -1.9], [0.5, 0.2, 1.2], [-0.7, 0.3, 1.1], [0.0, -2.6, -0.6], [-0.4, 0.1, 0.1], [0.3, 1.8, 0.4], [0.2, 0.3, 0.0]], "mulliken_charge": [-0.99, 0.90, -0.98, -0.63, 1.72, 0.32, -0.65, 0.32], "e_homo_ev": -7.159, "spin_multiplicity": 1, "gap_ev": 5.5}



# 5
{"formula": "CH2OS", "method": "ωB97M-V/def2-TZVPD", "species": ["C", "O", "S", "H", "H"], "positions_angstrom": [[0.216, 0.033, 0.188], [-0.657, 1.021, 0.027], [-1.418, -0.530, -0.178], [1.141, -0.359, -1.285], [0.718, -0.164, 1.247]], "forces_ev_per_angstrom": [[3.0, -2.1, -1.4], [-0.1, 0.7, 0.0], [-0.3, -0.2, 0.2], [-1.8, 1.1, 3.7], [-0.9, 0.5, -2.5]], "nbo_charge": [-0.09, -0.58, 0.35, 0.09, 0.23], "relative_energy_kcal_mol": 105.76, "e_homo_ev": -9.276, "spin_multiplicity": 1, "gap_ev": 9.0}



# 6
{"formula": "CH2OS", "method": "ωB97M-V/def2-TZVPD", "species": ["O", "C", "S", "H", "H"], "positions_angstrom": [[-0.991, -1.135, 0.466], [-0.135, -0.728, -0.291], [0.547, 0.855, -0.118], [0.177, -1.287, -1.116], [-0.202, 1.044, 1.023]], "forces_ev_per_angstrom": [[0.6, -0.1, -0.5], [-1.9, 0.4, 2.1], [0.0, 0.6, 0.7], [0.9, -1.0, -1.6], [0.5, 0.1, -0.7]], "nbo_charge": [-0.53, 0.23, 0.00, 0.14, 0.16], "relative_energy_kcal_mol": 2.00, "e_homo_ev": -10.282, "spin_multiplicity": 1, "smiles": "O=CS", "gap_ev": 11.1}



# 7
{"formula": "CH2OS2", "method": "ωB97M-V/def2-TZVPD", "species": ["O", "C", "S", "S", "H", "H"], "positions_angstrom": [[1.056, -1.548, 0.610], [0.389, -0.671, 0.233], [-0.816, 0.089, 1.321], [0.586, 0.011, -1.395], [-1.021, 1.041, 0.400], [-0.195, 1.079, -1.170]], "forces_ev_per_angstrom": [[1.5, -2.3, 0.6], [-1.1, 1.8, -0.1], [0.0, 0.2, -0.5], [0.0, 0.2, -0.3], [-0.5, 0.1, 0.6], [0.2, -0.1, -0.4]], "nbo_charge": [-0.53, 0.26, 0.02, 0.03, 0.11, 0.11], "relative_energy_kcal_mol": 6.06, "e_homo_ev": -10.218, "spin_multiplicity": 1, "smiles": "O=C(S)S", "gap_ev": 10.5}



# 8
{"formula": "CH2P2S3", "method": "ωB97M-V/def2-TZVPD", "species": ["C", "P", "P", "S", "S", "S", "H", "H"], "positions_angstrom": [[1.089, -0.632, 0.494], [2.249, 0.580, 1.116], [1.954, -1.668, -0.533], [3.594, -0.339, -0.341], [1.357, 2.284, 0.196], [0.380, 1.620, -1.496], [0.082, -0.777, 0.859], [-0.565, 0.819, -0.931]], "forces_ev_per_angstrom": [[0.4, -1.2, 0.0], [-0.1, -0.4, -0.8], [-0.4, 1.1, 0.9], [0.1, 0.2, -0.1], [-0.1, -0.1, 0.1], [-0.1, -0.1, -0.1], [-0.1, 0.0, 0.0], [0.3, 0.5, -0.1]], "nbo_charge": [-1.07, 0.66, 0.68, -0.38, -0.16, -0.10, 0.24, 0.13], "relative_energy_kcal_mol": 24.82, "e_homo_ev": -8.800, "spin_multiplicity": 1, "gap_ev": 8.1}



# 9
{"formula": "CH2S2", "method": "ωB97M-V/def2-TZVPD", "species": ["S", "C", "S", "H", "H"], "positions_angstrom": [[-1.533, -1.214, 0.786], [-0.302, -0.402, 0.142], [-0.088, 1.363, -0.136], [0.686, -0.879, -0.140], [1.237, 1.133, -0.651]], "forces_ev_per_angstrom": [[0.3, 0.5, -0.3], [1.5, 0.3, -0.1], [1.5, -1.6, -0.6], [-1.4, 0.1, 0.3], [-1.9, 0.7, 0.7]], "nbo_charge": [0.07, -0.48, 0.07, 0.20, 0.14], "relative_energy_kcal_mol": 6.26, "e_homo_ev": -9.000, "spin_multiplicity": 1, "smiles": "S=CS", "gap_ev": 8.7}



# 10
{"formula": "CH3Br2N", "method": "ωB97M-V/def2-TZVPD", "species": ["C", "N", "Br", "Br", "H", "H", "H"], "positions_angstrom": [[0.725, -0.002, -0.063], [-0.734, -0.114, -0.461], [-1.605, -1.736, 0.143], [-1.706, 1.511, 0.040], [1.171, 0.937, -0.578], [0.763, 0.352, 0.918], [1.386, -0.948, 0.000]], "forces_ev_per_angstrom": [[0.3, 0.7, -0.3], [0.5, -0.2, -0.7], [0.7, 1.1, 0.1], [0.8, -1.3, 0.0], [-0.7, -2.1, 0.0], [0.0, 0.4, 2.1], [-1.6, 1.3, -1.1]], "nbo_charge": [-0.46, -0.55, 0.18, 0.17, 0.23, 0.19, 0.24], "relative_energy_kcal_mol": 29.37, "e_homo_ev": -9.265, "spin_multiplicity": 1, "smiles": "CN(Br)Br", "gap_ev": 8.4}



# 11
{"formula": "CH3Br2N2", "method": "ωB97M-V/def2-TZVPD", "species": ["C", "N", "N", "Br", "Br", "H", "H", "H"], "positions_angstrom": [[1.002, 0.234, -0.504], [-2.263, -0.044, 0.425], [2.085, -0.176, -0.063], [-3.010, -1.639, 0.061], [-3.106, 1.466, 0.057], [0.155, 0.759, -0.072], [2.326, -0.097, 0.866], [2.810, -0.503, -0.770]], "forces_ev_per_angstrom": [[-0.7, 0.5, -0.3], [1.9, -0.5, 0.6], [0.8, -0.6, -4.0], [-0.6, -0.3, -0.2], [-1.0, 0.8, -0.4], [-0.4, -0.2, 0.1], [0.9, 0.1, 3.0], [-0.9, 0.1, 1.3]], "nbo_charge": [0.50, -0.68, -0.68, 0.34, 0.35, 0.25, 0.45, 0.48], "relative_energy_kcal_mol": 71.41, "e_homo_ev": [-13.139, -12.628], "spin_multiplicity": 1, "charge": 1, "gap_ev": [7.2, 5.3]}



# 12
{"formula": "CH3Br3P", "method": "ωB97M-V/def2-TZVPD", "species": ["C", "P", "Br", "Br", "Br", "H", "H", "H"], "positions_angstrom": [[-1.067, -0.070, 0.053], [0.707, 0.029, -0.109], [1.512, -1.781, 0.912], [1.561, 0.033, -2.159], [1.521, 1.772, 0.895], [-1.452, 0.671, -0.547], [-1.226, 0.361, 1.074], [-1.556, -1.015, -0.120]], "forces_ev_per_angstrom": [[0.8, 0.3, 2.1], [1.8, -1.3, -0.1], [-0.5, 1.2, -0.7], [-0.9, 0.0, 1.3], [-0.5, -0.6, -0.4], [-1.1, 1.7, -1.8], [0.0, -0.8, -0.4], [0.3, -0.4, 0.0]], "nbo_charge": [-0.99, 0.99, 0.01, 0.05, 0.05, 0.28, 0.30, 0.31], "relative_energy_kcal_mol": 0.00, "e_homo_ev": -15.612, "spin_multiplicity": 1, "charge": 1, "gap_ev": 9.8}



# 13
{"formula": "CH3BrI2OSi", "method": "ωB97M-V/def2-TZVPD", "species": ["C", "O", "Si", "Br", "I", "I", "H", "H", "H"], "positions_angstrom": [[-0.059, 1.426, -0.253], [-0.591, 0.219, -0.392], [0.015, -1.222, 0.179], [2.199, -1.411, -0.026], [-0.738, -1.610, 2.456], [-1.037, -2.726, -1.304], [0.002, 1.977, -1.299], [0.903, 1.470, 0.209], [-0.694, 1.878, 0.430]], "forces_ev_per_angstrom": [[1.3, 3.4, -2.2], [-0.1, -5.0, -0.3], [-0.7, 1.1, -0.4], [0.0, 0.2, 0.2], [0.2, 0.1, -0.1], [-0.3, -0.7, -0.4], [-0.2, -0.9, 2.2], [1.1, -0.2, 0.1], [-1.2, 2.1, 1.0]], "nbo_charge": [-0.23, -0.90, 1.16, -0.26, -0.15, -0.14, 0.18, 0.17, 0.18], "relative_energy_kcal_mol": 0.00, "e_homo_ev": -9.775, "spin_multiplicity": 1, "smiles": "CO[Si](Br)(I)I", "gap_ev": 9.7}



# 14
{"formula": "CH3BrNO2", "method": "ωB97M-V/def2-TZVPD", "species": ["C", "N", "O", "O", "Br", "H", "H", "H"], "positions_angstrom": [[0.227, -0.310, -0.280], [-2.919, 0.798, -1.074], [-2.002, 1.293, -0.435], [-0.186, -1.302, -1.093], [-4.161, -0.219, 0.142], [0.957, 0.442, -0.833], [0.595, -0.390, 0.768], [-0.641, 0.334, -0.161]], "forces_ev_per_angstrom": [[0.8, 0.4, -2.7], [4.2, 1.6, 1.9], [-3.5, -1.1, -2.2], [0.7, 0.1, 1.3], [-0.7, -0.4, 0.5], [-0.6, -0.9, 0.9], [0.1, -0.9, -0.1], [-1.0, 1.1, 0.5]], "nbo_charge": [-0.19, 0.09, -0.26, -0.80, -0.17, 0.06, 0.10, 0.16], "relative_energy_kcal_mol": 80.60, "e_homo_ev": [-2.867, -2.866], "spin_multiplicity": 1, "charge": -1, "gap_ev": [5.9, 5.9]}



# 15
{"formula": "CH3BrNO2S", "method": "ωB97M-V/def2-TZVPD", "species": ["C", "N", "O", "O", "S", "Br", "H", "H", "H"], "positions_angstrom": [[1.524, 0.435, 0.414], [-1.073, -0.649, 0.943], [-0.361, -0.802, -1.401], [-0.772, 1.464, -0.556], [-0.193, 0.183, -0.324], [2.354, 1.191, -1.168], [1.914, -0.571, 0.362], [-1.719, 0.062, 1.382], [-1.675, -1.312, 0.347]], "forces_ev_per_angstrom": [[-2.4, -0.3, -0.3], [-1.5, 0.4, -1.0], [0.4, 0.4, 0.2], [-0.8, 1.2, 0.0], [1.2, -2.1, 1.0], [0.9, 0.7, -0.8], [0.1, -0.7, 0.2], [1.0, -1.0, -0.6], [1.1, 1.3, 1.3]], "nbo_charge": [-0.83, -1.07, -1.02, -0.99, 2.15, -0.13, 0.15, 0.37, 0.38], "relative_energy_kcal_mol": 39.13, "e_homo_ev": -3.455, "spin_multiplicity": 1, "charge": -1, "gap_ev": 7.0}



# 16
{"formula": "CH3BrO3", "method": "ωB97M-V/def2-TZVPD", "species": ["C", "O", "O", "O", "Br", "H", "H", "H"], "positions_angstrom": [[0.581, -1.061, 0.920], [-0.543, -0.777, 0.896], [0.359, 1.055, 0.121], [-0.054, 1.052, -1.099], [-2.335, 0.192, -1.216], [0.981, -1.995, 1.488], [1.339, -0.522, 0.282], [-0.328, 2.057, -1.391]], "forces_ev_per_angstrom": [[4.5, -3.4, 0.1], [-3.4, 0.2, 0.8], [0.4, 2.7, -0.1], [-0.6, 3.1, -1.9], [-0.7, -0.1, -0.4], [-0.6, 1.2, -0.4], [-0.2, -0.7, 0.8], [0.6, -3.0, 1.1]], "nbo_charge": [0.30, -0.47, -0.15, -0.30, -0.09, 0.10, 0.13, 0.48], "relative_energy_kcal_mol": 151.56, "e_homo_ev": [-9.970, -9.851], "spin_multiplicity": 1, "gap_ev": [8.9, 7.5]}



# 17
{"formula": "CH3BrO3", "method": "ωB97M-V/def2-TZVPD", "species": ["C", "O", "O", "O", "Br", "H", "H", "H"], "positions_angstrom": [[1.061, 0.213, 0.055], [-0.014, -0.395, 0.803], [-0.663, -1.318, 0.189], [-1.990, -0.556, -0.800], [-2.538, 0.838, -0.008], [1.665, -0.336, -0.629], [1.794, 0.461, 0.827], [0.685, 1.094, -0.437]], "forces_ev_per_angstrom": [[0.5, 1.0, 1.0], [0.7, 0.5, 0.4], [-1.6, -0.1, -1.7], [1.9, -2.4, -0.1], [-0.5, 1.6, 1.0], [-0.5, -1.4, -0.7], [-0.4, 0.4, 0.1], [-0.2, 0.3, -0.1]], "nbo_charge": [-0.30, -0.15, -0.02, -0.54, 0.40, 0.21, 0.20, 0.20], "relative_energy_kcal_mol": 159.06, "e_homo_ev": [-9.586, -9.587], "spin_multiplicity": 1, "gap_ev": [8.4, 8.4]}



# 18
{"formula": "CH3BrO3P", "method": "ωB97M-V/def2-TZVPD", "species": ["C", "O", "O", "O", "P", "Br", "H", "H", "H"], "positions_angstrom": [[-1.171, -0.260, 0.006], [0.240, 1.740, -1.235], [2.363, -2.309, -0.152], [0.260, 1.831, 1.304], [0.092, 1.090, 0.043], [2.149, -0.553, 0.031], [-0.529, -1.139, -0.181], [-1.522, -0.265, 0.921], [-1.882, -0.135, -0.736]], "forces_ev_per_angstrom": [[4.5, 0.1, -2.6], [0.3, 0.6, -2.2], [-0.6, 0.2, 0.0], [0.0, -0.7, 0.4], [-0.9, -0.6, 0.9], [0.7, 0.3, 0.2], [-0.6, 0.1, 0.1], [-2.1, -0.4, 4.6], [-1.3, 0.4, -1.4]], "nbo_charge": [-0.99, -1.10, -0.94, -1.09, 2.14, 0.26, 0.26, 0.22, 0.23], "relative_energy_kcal_mol": 55.64, "e_homo_ev": -4.190, "spin_multiplicity": 1, "charge": -1, "gap_ev": 8.0}



# 19
{"formula": "CH3BrS", "method": "ωB97M-V/def2-TZVPD", "species": ["C", "S", "Br", "H", "H", "H"], "positions_angstrom": [[0.103, 0.276, 0.009], [1.628, 1.236, 0.083], [3.430, -0.219, -0.041], [-0.375, 0.369, -0.986], [-0.457, 0.953, 0.574], [0.077, -0.761, 0.107]], "forces_ev_per_angstrom": [[0.3, 1.5, -3.1], [1.7, -1.1, -0.1], [-1.5, 0.9, 0.0], [0.6, 0.2, 0.0], [-1.5, 0.1, 1.7], [0.3, -1.5, 1.5]], "nbo_charge": [-0.76, 0.16, -0.10, 0.21, 0.23, 0.25], "relative_energy_kcal_mol": 9.00, "e_homo_ev": -8.999, "spin_multiplicity": 1, "smiles": "CSBr", "gap_ev": 8.2}



# 20
{"formula": "CH3BrS", "method": "ωB97M-V/def2-TZVPD", "species": ["C", "S", "H", "H", "Br", "H"], "positions_angstrom": [[-1.381, 0.473, -0.219], [-2.268, -0.712, 0.297], [-0.945, 1.265, 0.338], [-1.061, 0.358, -1.311], [2.933, -0.211, -0.031], [2.722, -1.173, 0.927]], "forces_ev_per_angstrom": [[1.2, -0.6, -3.1], [-1.1, -0.9, 1.1], [0.1, 0.7, 0.6], [-0.3, 0.8, 1.4], [0.2, 0.9, -0.9], [-0.2, -0.9, 0.9]], "nbo_charge": [-0.49, 0.11, 0.19, 0.19, -0.19, 0.19], "relative_energy_kcal_mol": 21.78, "e_homo_ev": -8.816, "spin_multiplicity": 1, "smiles": "C=S.Br", "gap_ev": 8.6}



Respective E values: -18043.8926, -27872.9183, -30924.5343, -10095.7269, -13947.0847, -13951.5840, -24787.0127, -52152.6244, -22738.8634, -142658.0182, -144137.2667, -220495.8858, -97258.3122, -76709.5805, -87547.9242, -77263.1777, -77262.8523, -86560.0327, -81962.5886, -81962.0346 eV.